40
Properties=species:S:1:pos:R:3 method="wB97M-V/def2-TZVPD" lumo_ev="-14.29 / -16.44" s_squared=6.03 multiplicity=5 total_charge=+3 homo_ha="-0.78256 / -0.77617" energy_ha=-1429.84211 orbital_gap_ha="0.25759 / 0.17191"
Ru 0.01467 -0.84133 0.08534
O 1.34995 -3.91591 -2.37807
C 0.61194 -3.12200 -1.64795
O 0.46286 -1.92075 -1.85123
C 0.11289 -3.83294 -0.38632
O 0.29977 -3.03183 0.77320
C 1.76224 -3.16819 1.34857
C 2.55969 -2.29428 0.39908
O 3.37707 -2.59591 -0.39016
O 2.05407 -1.01333 0.38449
H 1.79283 -3.44812 -3.12578
H 0.63624 -4.77897 -0.33232
H -0.94232 -4.03479 -0.50154
H 2.18449 -4.19695 1.34141
H 1.75121 -2.80867 2.43936
C -0.87062 2.15430 -3.34438
C -0.10411 1.78951 -2.07102
O -1.15084 1.79220 -1.03260
P -0.89994 0.99678 0.32482
O -0.01396 2.08997 1.16788
C 0.27130 3.43543 0.85004
C 1.75513 3.63661 0.42000
O -2.36955 1.00881 0.92649
C -2.82192 0.70117 2.27386
C -2.48395 -0.68070 2.68175
H -1.83184 1.55139 -3.40006
H -0.16706 1.97693 -4.15009
H -1.10816 3.23439 -3.30313
H 0.62725 2.52549 -1.70520
H 0.41559 0.80898 -2.12002
H 0.13631 3.96796 1.76729
H -0.49825 3.88615 0.16788
H 2.38725 2.98872 1.05463
H 2.13245 4.66646 0.45337
H 2.04101 3.31690 -0.60302
H -3.91489 0.90523 2.22291
H -2.42270 1.41943 2.97502
H -2.65739 -1.36090 1.82471
H -3.08572 -1.03198 3.48272
H -1.39300 -0.77529 2.97805

---

43
Properties=species:S:1:pos:R:3 method="wB97M-V/def2-TZVPD" lumo_ev=2.77 total_charge=-1 homo_ha=-0.20538 relative_energy_kj_mol=0.00 energy_ha=-6332.04259 orbital_gap_ha=0.30729
C 5.77418 0.30164 -0.70574
O 4.93682 -0.80089 -0.91871
C 3.67318 -0.63578 -0.28737
C 2.86338 -1.90326 -0.48834
C 1.82087 -2.12134 0.60578
C 0.75674 -1.01018 0.65514
C -0.48244 -1.38992 -0.14009
As -1.68471 0.11144 -0.67819
N -2.17773 -0.81083 -2.24812
O -2.81080 1.47527 -1.25841
Br 0.24110 1.21304 -1.92191
C -1.43913 1.17869 1.03559
C -0.54199 2.37131 0.91516
C -0.90993 3.64988 1.91430
O -0.93056 3.49859 0.32448
S -3.51590 -1.09526 0.42134
O -3.44312 -0.82602 1.85230
O -3.65279 -2.48397 0.02384
C -5.19143 -0.37933 -0.07141
F -5.44153 0.77643 0.56916
F -5.28702 -0.15908 -1.38817
F -6.14941 -1.25147 0.27162
H 5.25778 1.24760 -0.90005
H 6.62219 0.21733 -1.38144
H 6.14514 0.32884 0.32627
H 3.83924 -0.46904 0.78618
H 3.17764 0.23795 -0.72054
H 2.39049 -1.89031 -1.47177
H 3.57353 -2.73250 -0.48301
H 1.33439 -3.08139 0.42060
H 2.32995 -2.21108 1.56852
H 1.19685 -0.08670 0.28205
H 0.49070 -0.85222 1.70066
H -1.04458 -2.14571 0.41082
H -0.19709 -1.85091 -1.08565
H -1.42711 -0.68351 -2.91722
H -2.98433 -0.32879 -2.62878
H -3.34607 1.82194 -0.53694
H -1.09625 0.55550 1.85521
H -2.39264 1.60669 1.33104
H 0.53142 2.19111 0.85122
H 0.18354 3.68335 2.16703
H -0.99260 4.73293 1.94352

---

36
Properties=species:S:1:pos:R:3 method="wB97M-V/def2-TZVPD" lumo_ev="2.95 / 3.09" total_charge=-1 homo_ha="0.02306 / -0.05972" energy_ha=-913.73466 orbital_gap_ha="0.08546 / 0.17345"
C 0.02224 -0.94369 -1.13598
C 0.30841 0.16427 -1.94489
C -0.80789 0.75348 -2.64145
C -2.08295 0.26601 -2.25168
C -2.08651 -0.85569 -1.38550
Be -1.02480 0.36965 -0.99842
P 2.37940 -0.35826 1.95158
H 0.83738 -1.46668 -0.64518
H 1.29368 0.73246 -1.94639
H -0.68107 1.72452 -3.19023
H -3.01549 -1.35483 -1.12566
H -2.98049 0.89779 -2.49195
H 2.84037 0.77631 2.68240
H 3.60748 -0.50478 1.25312
H 2.76783 -1.28323 2.97159
C -1.04468 3.71125 1.92426
N -1.31702 2.33944 2.34809
C -2.10598 2.23771 3.57514
C -1.17358 1.22986 1.56823
N -1.12097 1.37005 0.24894
N -1.07437 0.01168 2.13680
C -0.66812 -0.08764 3.53060
C -1.14494 -1.28934 1.51439
H -1.08824 4.35221 2.81156
H -1.78122 4.06017 1.20195
H -0.04442 3.80952 1.50260
H -2.86602 1.45360 3.52526
H -1.52614 2.06000 4.48394
H -2.63577 3.16809 3.75828
H -1.32377 2.31093 -0.06997
H -1.57067 -0.20770 4.14787
H -0.08117 -0.99483 3.64445
H -0.06919 0.77312 3.84981
H -1.95007 -1.34257 0.78652
H -0.18639 -1.55178 1.06916
H -1.30332 -2.02451 2.31142

---

42
Properties=species:S:1:pos:R:3 method="wB97M-V/def2-TZVPD" lumo_ev=2.32 total_charge=-1 homo_ha=-0.07325 energy_ha=-6779.01993 orbital_gap_ha=0.15834
C 2.12211 1.25966 2.06737
C 2.36009 2.11778 0.69070
O 2.56819 1.21328 -0.45472
C 1.23323 3.28171 0.39948
N 0.18792 2.88585 -0.64239
C -1.18834 2.72362 0.01530
C -1.28858 1.15313 0.48239
C -2.79225 0.66201 0.92519
Br -0.68482 0.02589 -1.09761
H 3.16865 1.13144 2.62711
H 1.72473 0.18179 1.84088
H 1.41893 1.79142 2.85975
H 3.39218 2.69927 0.83876
H 2.46833 1.73898 -1.31941
H 0.77264 3.70407 1.39312
H 1.83002 4.19249 -0.09068
H -1.35477 3.49632 0.90709
H -1.97231 3.02940 -0.81166
H -0.57986 1.02052 1.40409
H -3.21578 1.18866 1.88631
H -3.59383 0.74887 0.06437
H -2.69998 -0.50361 1.16183
C -0.85026 -3.27391 -2.87742
Cl 0.10414 -2.72416 -4.26011
Cl -1.04481 -5.03085 -2.89698
H -0.34120 -2.98264 -1.95544
H -1.83699 -2.80620 -2.91764
C 2.07524 -5.06333 -6.11497
Cl 3.61937 -4.93070 -5.26468
Cl 2.29461 -4.89932 -7.86141
H 1.63463 -6.04034 -5.90201
H 1.40702 -4.27296 -5.76453
C 4.03130 -1.88054 3.47945
Cl 2.43731 -1.34622 4.02593
Cl 5.28683 -1.42343 4.63693
H 4.02471 -2.96803 3.37280
H 4.25072 -1.41655 2.51479
C -6.32476 2.24132 2.59415
Cl -4.78063 2.37394 3.44445
Cl -6.10539 2.40533 0.84771
H -6.76537 1.26430 2.80711
H -6.99298 3.03169 2.94460

---

39
Properties=species:S:1:pos:R:3 method="wB97M-V/def2-TZVPD" lumo_ev=-1.99 homo_ha=-0.19919 energy_ha=-3840.73349 orbital_gap_ha=0.12590
N 1.13679 2.75161 2.38469
C 0.34831 3.55662 2.17727
O -0.68899 4.38528 2.05114
N -1.78854 3.69530 2.55175
C -2.63912 3.01210 1.79951
N -3.49793 2.48892 2.67681
C -3.18305 2.85505 3.95766
C -2.05153 3.62861 3.90245
Br -1.06060 4.42385 5.26041
H -2.60544 2.92648 0.72376
H -4.27889 1.90836 2.40586
H -3.72636 2.58629 4.84659
C 1.40813 1.75636 -1.87193
Si 0.98705 0.08035 -1.09224
C -0.82747 0.21607 -0.50690
C 2.06904 -0.07862 0.45469
N 1.24008 -1.12478 -2.22584
Si 0.98046 -2.77221 -1.96092
C -0.82079 -3.20311 -1.54821
C 2.06669 -3.50670 -0.59361
C 1.40418 -3.71588 -3.54358
H 1.24237 2.57548 -1.15643
H 2.45520 1.77890 -2.17601
H 0.78149 1.93844 -2.74730
H -0.98654 1.15892 0.05341
H -1.10020 -0.60759 0.15655
H -1.50497 0.21556 -1.36270
H 3.11143 -0.24719 0.18189
H 1.74133 -0.89957 1.09643
H 2.01849 0.84252 1.04156
H -1.09165 -2.88845 -0.53710
H -0.98603 -4.28588 -1.60610
H -1.49889 -2.72292 -2.25664
H 3.10714 -3.20763 -0.73204
H 2.02721 -4.60281 -0.61114
H 1.74178 -3.18780 0.39946
H 2.44889 -3.55465 -3.81594
H 0.77199 -3.38248 -4.36896
H 1.24897 -4.79279 -3.40831

---

35
Properties=species:S:1:pos:R:3 method="wB97M-V/def2-TZVPD" lumo_ev=0.44 homo_ha=-0.33302 smiles=CC[C@@H](C)CO[C@H](Cl)CNCCCI energy_ha=-1281.49749 orbital_gap_ha=0.34912
C -2.88269 0.04858 -1.21758
C -1.88455 0.40131 -2.31559
C -0.67599 -0.53129 -2.40090
C 0.15677 -0.24010 -3.64382
C 0.17748 -0.44384 -1.13784
O 0.82421 -1.70314 -0.87661
C 0.55010 -2.29867 0.32888
Cl -1.19076 -2.86320 0.41148
C 0.86644 -1.48847 1.58364
N -0.15769 -0.53001 1.97629
C 0.35833 0.61177 2.72492
C 1.08103 1.61386 1.82419
C 2.04351 2.51907 2.56569
I 3.77361 1.47047 3.26760
H -3.15970 -1.00704 -1.27134
H -2.48607 0.22565 -0.21601
H -3.79495 0.63884 -1.32421
H -2.39287 0.39239 -3.28509
H -1.52660 1.43109 -2.18244
H -1.03298 -1.56557 -2.46228
H 0.48233 0.80516 -3.65672
H 1.04893 -0.86971 -3.67816
H -0.41426 -0.41847 -4.55788
H -0.40905 -0.14581 -0.27023
H 0.97747 0.29191 -1.28136
H 1.12252 -3.22302 0.34088
H 1.09241 -2.21093 2.37982
H 1.79903 -0.95603 1.37937
H -0.84747 -1.00879 2.54108
H -0.50380 1.11140 3.17276
H 1.02245 0.31183 3.55119
H 0.33110 2.24878 1.33853
H 1.61284 1.10401 1.01818
H 2.43853 3.30220 1.92509
H 1.60035 2.97574 3.44848

---

39
Properties=species:S:1:pos:R:3 method="wB97M-V/def2-TZVPD" lumo_ev="-8.44 / -8.34" s_squared=0.76 multiplicity=2 total_charge=+2 homo_ha="-0.57925 / -0.58057" relative_energy_kj_mol=35.19 energy_ha=-2622.32447 orbital_gap_ha="0.26923 / 0.27421"
C -3.84443 2.06144 -4.92746
C -3.80833 0.80487 -4.09353
H -4.66164 1.91930 -5.66393
H -2.86653 2.13039 -5.43514
H -4.01481 2.92601 -4.26876
O -4.31380 -0.25309 -4.36037
I -2.74520 0.94125 -2.05051
Ti -0.35143 0.45938 -0.08926
P 0.91158 -1.11231 -1.39309
C 1.11706 -2.89824 -1.07691
C 0.59099 -0.90109 -3.17093
H 2.63833 0.57021 -1.28613
H 3.15453 -0.88159 -2.21788
H 3.11904 -0.92324 -0.41593
C 2.63568 -0.52515 -1.31747
H 0.36565 0.15524 -3.36394
H 1.50359 -1.19284 -3.71233
H 1.72040 -3.37197 -1.86718
H 0.14371 -3.40139 -1.02468
H -0.26358 -1.51059 -3.48496
H 1.63019 -3.04212 -0.11472
C -1.76547 -1.00847 -0.17216
O -2.39181 -1.98518 -0.37447
Cl -0.04700 2.66859 -0.50570
C 1.03518 0.86468 5.11459
N 1.16677 0.25342 3.79703
C 2.52685 -0.10204 3.36901
C 0.20323 0.41556 2.90056
C -1.12656 0.98411 3.26873
O 0.47430 0.11637 1.67005
H 2.00054 0.76280 5.60396
H 0.26953 0.34500 5.71263
H 0.77534 1.93145 5.00259
H 2.58685 -1.15201 3.07354
H 2.86442 0.53981 2.55422
H 3.17232 0.03514 4.23661
H -1.37518 1.82981 2.59625
H -1.89746 0.19428 3.18153
H -1.13282 1.35221 4.30613

---

Computed values of strongest force on any atom (unit: eV/A) for the preceding records, in sequence: 7.56, 3.02, 5.44, 3.39, 1.83, 0.20, 7.69.